62
Properties=species:S:1:pos:R:3:forces:R:3:mulliken_charge:R:1 method="wB97M-V/def2-TZVPD" fmax_ha_per_bohr=0.02473 gap_ev=9.040 e_homo_ha=-0.317 spin_multiplicity=1 smiles="COc1ccc(N(CC(=O)NC2CCCCC2)C(=O)CCC(=O)Nc2nc(C)cs2)cc1" relative_energy_kcal_mol=23.1
S -3.947 0.305 3.169 0.4 -0.3 0.4 -0.14
O 0.342 0.348 1.506 0.2 0.0 -0.2 -0.70
O -1.300 2.632 -5.144 0.2 0.0 0.3 -0.45
O 2.319 -2.228 -2.479 0.2 -0.2 -0.3 -0.74
O -1.372 -2.218 0.742 0.0 -0.1 0.2 -0.67
N -1.197 -0.146 3.026 0.8 -0.2 0.2 0.05
N -2.404 -0.873 4.846 0.9 -0.2 0.0 -0.63
N -0.847 -1.321 -1.256 0.3 -0.2 -0.4 0.57
N 1.905 -1.087 -0.572 0.1 0.2 0.3 0.42
C 0.109 -2.369 -1.555 0.2 -0.4 0.0 -0.77
C -1.243 1.622 -4.239 0.1 0.0 0.2 0.82
C -3.850 -1.564 6.712 0.0 0.0 -0.1 -1.13
C 3.761 -0.953 0.996 0.3 -0.1 -0.3 -0.55
C -1.804 -0.540 -3.351 0.2 0.0 0.2 -0.63
C -1.889 0.921 0.889 0.1 -0.1 -0.1 -1.02
C -0.834 0.367 1.818 -0.3 0.4 0.1 0.19
C 3.228 0.971 -0.517 0.3 -0.2 -0.2 -0.30
C 3.238 -0.553 -0.383 0.0 0.1 0.1 -0.45
C 5.158 -0.385 1.226 -0.2 0.1 0.2 -0.79
C 4.625 1.538 -0.284 -0.2 0.1 0.2 -0.94
C -1.544 -1.355 -0.101 -0.6 0.1 0.0 0.76
C -0.420 1.842 -3.132 -0.1 0.1 -0.2 -0.93
C -2.554 -0.236 0.119 0.0 -0.2 0.1 -0.75
C 1.564 -1.882 -1.593 -0.5 -0.1 0.0 0.81
C -0.993 -0.313 -2.249 -0.2 0.2 -0.2 -1.73
C -2.090 2.463 -6.298 -0.1 0.0 -0.2 -0.88
C -0.292 0.885 -2.150 -0.1 -0.1 -0.1 0.51
C -4.612 -0.323 4.632 0.2 0.0 0.0 -0.39
C 5.144 1.134 1.092 0.2 -0.1 -0.2 -0.62
C -1.935 0.418 -4.341 -0.1 0.2 -0.3 -0.51
C -3.650 -0.911 5.390 -0.8 0.3 -0.2 0.19
C -2.380 -0.288 3.699 -1.2 0.4 -0.2 0.66
H -3.364 -0.660 0.715 0.1 -0.1 -0.1 0.70
H 5.846 -0.807 0.490 0.1 0.0 0.0 0.36
H -1.378 1.578 0.183 0.0 0.0 0.2 0.40
H 0.012 -3.128 -0.772 0.0 0.1 -0.2 0.45
H -2.636 1.500 1.431 0.0 0.1 -0.1 0.52
H -0.426 -0.579 3.530 -0.1 0.1 -0.1 0.27
H -3.222 -1.083 7.459 0.0 0.0 0.1 0.30
H 2.536 1.379 0.224 -0.1 0.1 0.0 0.06
H -4.891 -1.499 7.016 0.0 0.0 0.1 0.32
H -2.573 0.212 -5.185 -0.1 0.0 -0.1 0.44
H -0.119 -2.817 -2.527 0.1 0.1 0.1 0.31
H 4.495 1.559 1.862 0.0 0.1 0.1 0.32
H 1.230 -0.833 0.138 -0.1 -0.1 -0.1 -0.13
H 5.513 -0.669 2.219 0.1 -0.1 0.0 0.38
H -1.747 1.615 -6.899 0.0 0.0 0.0 0.35
H 5.301 1.156 -1.052 0.1 0.0 -0.1 0.40
H -3.555 -2.610 6.651 0.0 -0.1 0.1 0.29
H -2.342 -1.472 -3.433 0.0 -0.1 0.0 0.49
H 0.360 1.053 -1.307 0.1 0.0 0.1 0.77
H -5.658 -0.217 4.833 -0.2 0.0 0.1 0.40
H 6.149 1.532 1.243 0.0 0.1 0.1 0.34
H -3.146 2.329 -6.046 0.0 0.0 0.0 0.35
H 3.778 -2.041 1.079 -0.1 0.0 0.0 0.34
H 3.075 -0.563 1.751 -0.1 0.0 0.1 0.19
H 2.875 1.246 -1.513 -0.1 0.0 0.0 0.28
H 0.117 2.775 -3.073 0.1 0.1 0.0 0.50
H -1.971 3.381 -6.871 0.0 -0.1 0.0 0.25
H -2.957 0.129 -0.824 0.0 0.0 0.1 0.29
H 4.601 2.626 -0.370 0.1 0.0 -0.1 0.36
H 3.862 -0.992 -1.169 0.0 0.1 0.1 0.47

---

19
Properties=species:S:1:pos:R:3:forces:R:3:mulliken_charge:R:1 method="wB97M-V/def2-TZVPD" fmax_ha_per_bohr=0.11038 gap_ev="8.204 / 7.631" e_homo_ha="-0.283 / -0.268" spin_multiplicity=1
Br -3.813 0.004 0.254 0.5 0.3 -0.8 -0.20
O 1.956 1.379 -0.088 0.7 -3.9 1.7 -0.56
O -1.361 1.108 -0.758 -1.8 0.3 -2.4 -0.29
O 0.809 -0.157 1.863 -0.3 0.0 -0.6 -0.62
O -0.022 -2.183 -0.949 0.5 -2.9 -1.5 -0.49
C -2.435 0.379 -1.080 -0.1 -0.9 2.2 -0.09
C -0.153 -1.646 0.275 0.1 0.1 -0.2 -0.92
C -0.867 0.903 0.464 5.4 0.4 1.8 -0.86
C 0.278 -0.284 0.538 -0.1 1.7 -0.2 1.27
C 1.258 0.160 -0.505 2.4 0.2 -0.2 -0.80
H 2.136 -0.507 -0.646 -1.0 -0.1 0.1 0.33
H -0.068 -3.230 -1.020 0.0 3.4 0.8 0.35
H 1.232 0.715 1.823 0.2 -0.2 0.3 0.41
H 1.650 2.119 -0.488 -1.7 3.4 -2.1 0.30
H -0.832 -2.080 0.913 -1.4 -1.1 1.5 0.54
H -0.180 1.833 0.709 -2.0 -1.6 0.0 0.47
H -1.572 0.597 1.159 -1.3 0.2 1.6 0.30
H -2.757 0.352 -2.061 -0.5 0.3 -1.7 0.45
H 0.692 0.218 -1.430 0.4 0.5 -0.3 0.41